{"formula": "C27H61BN5O9P", "method": "ωB97M-V/def2-TZVPD", "species": ["C", "C", "O", "P", "O", "C", "C", "C", "B", "C", "C", "C", "C", "O", "C", "C", "O", "C", "N", "C", "O", "C", "C", "H", "H", "H", "H", "H", "H", "H", "H", "H", "H", "H", "H", "H", "H", "H", "H", "H", "H", "H", "H", "H", "H", "H", "H", "H", "H", "H", "H", "H", "H", "H", "H", "H", "C", "N", "C", "C", "O", "H", "H", "H", "H", "H", "H", "H", "C", "N", "C", "C", "O", "H", "H", "H", "H", "H", "H", "H", "C", "N", "C", "C", "O", "H", "H", "H", "H", "H", "H", "H", "C", "N", "C", "C", "O", "H", "H", "H", "H", "H", "H", "H"], "coordinates": [[-3.66711, -1.69498, 1.15511], [-4.42912, -1.52732, -0.23606], [-3.55578, -1.27742, -1.37263], [-4.24425, -0.08778, -2.41351], [-5.71397, -0.43878, -2.66081], [-4.01426, 1.59331, -1.53385], [-2.42307, 1.83866, -1.47585], [-1.94659, 2.80911, -0.28620], [-1.49029, 2.05619, 1.07865], [-0.19481, 1.09754, 1.27019], [0.50672, 0.60361, -0.08275], [0.27661, -0.94004, -0.44275], [0.46286, -1.95607, 0.77761], [1.54323, -1.62776, 1.69047], [2.79194, -1.52133, 1.03166], [3.32237, -2.49292, -0.11283], [3.51446, -0.54148, 1.36498], [-2.40478, 2.29993, 2.43455], [-1.83761, 3.54892, 3.05622], [-2.75657, 4.11655, 4.09281], [-3.32224, -0.02036, -3.86799], [-2.84099, -1.35582, -4.23161], [-1.37545, -1.60993, -3.63061], [-3.16402, -0.73556, 1.53439], [-2.85908, -2.50641, 1.14784], [-4.40703, -1.99996, 1.98453], [-5.00048, -2.51178, -0.42740], [-5.18810, -0.67328, -0.14537], [-4.47577, 2.36965, -2.24708], [-4.52187, 1.59907, -0.51008], [-1.94040, 0.80686, -1.34950], [-2.03713, 2.26512, -2.47193], [-2.83731, 3.48606, -0.00187], [-1.14272, 3.53665, -0.68698], [0.59452, 1.73381, 1.83045], [-0.49255, 0.26809, 1.99208], [0.22634, 1.21174, -1.00930], [1.64417, 0.74664, 0.04707], [-0.78999, -1.05661, -0.86120], [0.97689, -1.21088, -1.32113], [0.49604, -3.05189, 0.41189], [-0.50570, -1.89236, 1.40125], [2.64393, -2.50280, -1.04410], [4.31167, -2.03356, -0.48206], [3.57376, -3.54155, 0.25275], [-3.50331, 2.40742, 2.15397], [-2.22032, 1.38217, 3.10846], [-0.89732, 3.35904, 3.42086], [-2.43310, 3.69806, 5.10607], [-2.62462, 5.25985, 4.05529], [-3.83886, 3.85941, 3.83009], [-3.63342, -2.09431, -3.84707], [-2.78517, -1.44565, -5.37945], [-0.60334, -1.95765, -4.39015], [-1.42952, -2.38553, -2.79043], [-1.04651, -0.61783, -3.14515], [-10.00833, -1.38193, 0.70460], [-8.85075, -0.52084, 0.59364], [-7.82285, -0.37291, 1.47122], [-7.84861, -1.18944, 2.73526], [-6.91382, 0.40728, 1.21932], [-10.01459, -2.06040, -0.15118], [-10.90452, -0.75845, 0.67099], [-10.00466, -1.96097, 1.62556], [-8.76102, 0.05967, -0.22887], [-6.96387, -0.96101, 3.33048], [-8.73403, -0.94278, 3.32480], [-7.83760, -2.25489, 2.49542], [1.82758, 2.91307, 7.20319], [0.41345, 3.06962, 6.93661], [-0.51884, 2.09958, 6.73164], [-0.06803, 0.66475, 6.77889], [-1.68419, 2.40855, 6.51653], [2.04973, 3.38196, 8.16425], [2.38420, 3.42951, 6.41820], [2.12825, 1.86811, 7.23224], [0.03445, 4.00498, 6.88947], [-0.92236, 0.01207, 6.59735], [0.67885, 0.47902, 6.00401], [0.34153, 0.43115, 7.76391], [5.49975, -3.39363, -5.33168], [4.51077, -2.85826, -4.42067], [4.43510, -1.60197, -3.90061], [5.49397, -0.60894, -4.29536], [3.52330, -1.31184, -3.13605], [4.98682, -3.73547, -6.23327], [5.98240, -4.24783, -4.85140], [6.25311, -2.65669, -5.60132], [3.76614, -3.46575, -4.10940], [5.29869, 0.34321, -3.80197], [6.47806, -0.96366, -3.98228], [5.47504, -0.44767, -5.37497], [10.32596, -0.51440, -2.19164], [9.22675, 0.17739, -2.83075], [9.22072, 0.83081, -4.02553], [10.49906, 0.86457, -4.81916], [8.19512, 1.36717, -4.42186], [10.03471, -1.55608, -2.04025], [10.50492, -0.05020, -1.21939], [11.23736, -0.47598, -2.78423], [8.33368, 0.19908, -2.35850], [10.33538, 1.41962, -5.74320], [11.28298, 1.36734, -4.24896], [10.80933, -0.15038, -5.07663]], "mulliken_charge": [-0.670, -0.114, -0.134, 0.847, -0.765, -0.627, 0.876, -0.854, 0.278, -0.591, -0.590, 1.081, -0.687, -0.312, 0.679, -0.691, -0.590, -0.465, -0.333, -0.555, -0.424, -0.342, -0.522, -0.026, 0.231, 0.375, 0.171, 0.119, 0.402, 0.225, -0.774, 0.353, 0.160, 0.262, 0.101, 0.259, 0.360, 0.478, -0.860, 0.010, 0.324, 0.177, 0.144, 0.217, 0.336, 0.287, 0.153, 0.200, 0.144, 0.257, 0.246, 0.236, 0.354, 0.442, 0.140, 0.040, -0.869, -0.144, 0.843, -1.402, -0.644, 0.286, 0.291, 0.334, 0.235, 0.293, 0.430, 0.365, -0.870, -0.146, 0.837, -1.394, -0.696, 0.293, 0.289, 0.333, 0.234, 0.292, 0.380, 0.405, -0.893, -0.121, 0.652, -1.201, -0.576, 0.292, 0.284, 0.344, 0.233, 0.330, 0.260, 0.361, -0.853, -0.156, 0.853, -1.341, -0.634, 0.282, 0.290, 0.323, 0.235, 0.310, 0.364, 0.346], "charge": 0, "spin_multiplicity": 1, "e_lumo_ev": 0.4, "gap_ev": 8.2, "total_energy_ev": -64831.0866}